Model 1:
13
Properties=species:S:1:pos:R:3:mulliken_charge:R:1 method="wB97M-V/def2-TZVPD" homo_energy_ev="-12.115 / -11.987" total_charge=+1 gap_ev="8.3819 / 8.1357"
C -0.363 -1.156 -1.343 -0.2654
C 0.246 -0.027 0.893 -0.3522
N -0.832 1.100 1.110 -0.4204
O 0.518 -0.729 -2.205 -0.3564
O 1.378 0.704 0.495 -0.4945
H -0.517 -2.126 -1.059 0.3966
H -1.121 -0.457 -1.234 0.3181
H 0.350 -0.764 1.691 0.3856
H -0.750 1.734 1.965 0.3370
H -1.806 0.848 0.989 0.3368
H -0.490 1.758 0.275 0.4139
H 1.176 -1.284 -2.552 0.3642
H 2.212 0.399 0.975 0.3367

Model 2:
13
Properties=species:S:1:pos:R:3:mulliken_charge:R:1 method="wB97M-V/def2-TZVPD" homo_energy_ev=-15.747 total_charge=+1 gap_ev=12.5640
C -1.532 -2.106 0.442 -0.7975
N -0.329 -1.513 1.080 -0.2303
H -1.904 -2.926 1.051 0.3527
H -2.317 -1.357 0.345 0.3133
H -1.272 -2.489 -0.533 0.3493
H 0.044 -0.740 0.476 0.3035
H 0.390 -2.229 1.128 0.3791
H -0.551 -0.994 1.926 0.3658
O 0.302 0.833 0.304 -0.5607
C 0.902 1.632 -0.362 0.2250
O 0.768 1.640 -1.684 -0.4223
H 1.610 2.367 0.028 0.3431
H 0.666 2.518 -2.087 0.3790

Stability, highest: model 2

Model 1:
10
Properties=species:S:1:pos:R:3:mulliken_charge:R:1 method="wB97M-V/def2-TZVPD" homo_energy_ev="-8.521 / -8.523" gap_ev="7.9735 / 7.9740"
C 2.154 -1.332 0.272 -0.4883
C 0.035 1.202 0.163 0.2733
N 1.164 1.331 -0.035 0.7385
N 2.428 1.357 0.007 -0.9837
N -1.269 1.413 0.074 -0.4147
O 4.539 0.071 0.179 -0.4961
S 3.207 -0.165 -0.191 0.6073
H 2.779 -2.250 0.173 0.2417
H -1.777 1.794 -0.783 0.2610
H -1.687 1.196 1.006 0.2612

Model 2:
10
Properties=species:S:1:pos:R:3:mulliken_charge:R:1 method="wB97M-V/def2-TZVPD" smiles="On1cnc(=S)[nH]1" homo_energy_ev=-8.729 gap_ev=7.9646
C 0.404 1.215 -0.011 0.1212
C -1.512 -0.003 -0.050 0.2075
H 2.548 -0.764 0.147 0.3752
H 1.115 1.971 -0.001 0.4008
H -0.537 -1.882 -0.588 0.2826
N 0.780 -0.101 -0.408 -0.0857
N -0.906 1.260 0.193 -0.4247
N -0.435 -0.888 -0.200 -0.1499
O 1.667 -0.618 0.689 -0.4312
S -3.123 -0.189 0.230 -0.2957

Stability, highest: model 2

Model 1:
10
Properties=species:S:1:pos:R:3:mulliken_charge:R:1 method="wB97M-V/def2-TZVPD" homo_energy_ev="-9.063 / -9.063" gap_ev="7.2612 / 7.2606"
C 1.186 -0.921 -0.084 -0.3932
C 0.219 -0.149 0.401 0.5705
N 2.490 -1.160 0.192 -0.3558
N 2.802 1.291 -0.592 -0.3647
N -0.699 0.562 0.835 -0.5140
O 4.725 0.336 0.384 -0.4325
S 3.479 -0.001 -0.213 0.6981
H 0.975 -1.196 -1.138 0.2843
H -1.352 0.048 1.476 0.2933
H 2.507 1.752 -1.320 0.2139

Model 2:
10
Properties=species:S:1:pos:R:3:mulliken_charge:R:1 method="wB97M-V/def2-TZVPD" smiles=Oc1n[nH]nc1S homo_energy_ev=-8.618 gap_ev=8.8113
C -0.621 0.794 -0.097 0.6494
C 0.280 -0.326 0.061 0.3053
H 0.763 1.865 0.691 0.3259
H -2.622 -1.396 0.366 0.3158
H 1.940 -1.627 0.110 0.1835
N -1.805 0.361 0.002 -0.5264
N -1.667 -0.932 -0.111 0.1979
N -0.502 -1.511 0.073 -0.5817
O -0.180 2.068 -0.007 -0.5462
S 1.951 -0.226 -0.040 -0.3235

Stability, highest: model 2

Model 1:
23
Properties=species:S:1:pos:R:3:mulliken_charge:R:1 method="wB97M-V/def2-TZVPD" homo_energy_ev="-6.414 / -5.865" gap_ev="4.9119 / 3.8723"
C 0.811 1.548 -0.188 0.3211
C 0.332 -0.685 -1.337 -1.2400
C -1.655 -1.369 0.176 -0.8956
C -1.207 -0.543 -1.026 -0.4310
C 1.337 0.152 -0.512 1.1498
C -1.603 -0.097 1.057 -0.2423
C -1.529 0.763 -0.212 0.7108
C 1.775 -0.386 0.825 0.1005
N -0.505 1.790 -0.192 -0.0680
O 1.571 2.501 0.009 -0.6819
O 2.694 0.261 1.504 -0.5156
O 1.187 -1.354 1.507 -0.2440
F 2.544 0.440 -1.284 -0.3638
F -2.710 0.142 1.855 -0.3200
F -2.686 1.365 -0.755 -0.4201
H 0.488 -1.827 -1.047 0.2386
H 0.650 -0.529 -2.289 0.4898
H -2.642 -1.745 0.135 0.4352
H -1.084 -2.298 0.324 0.2445
H -1.735 -0.636 -1.876 0.5613
H -0.854 2.708 -0.042 0.3188
H 3.167 1.028 0.977 0.4536
H 1.657 -1.229 2.390 0.3980

Model 2:
23
Properties=species:S:1:pos:R:3:mulliken_charge:R:1 method="wB97M-V/def2-TZVPD" smiles="O=C(O)[C@]1(F)C[C@@H]2CC(F)=C(O)N[C@@]21F" homo_energy_ev=-8.152 gap_ev=8.6728
C -1.305 -0.753 -0.528 0.0382
C -1.249 1.658 -0.494 -0.7287
C 0.867 1.162 0.997 -1.1027
C 0.254 1.663 -0.380 -0.2482
C -1.817 0.350 0.091 -0.0089
C 1.437 -0.078 0.362 1.3152
C 0.781 0.312 -1.003 0.4733
C 1.033 -1.507 0.737 0.2413
N -0.278 -0.536 -1.439 -0.2448
O -1.759 -1.980 -0.223 -0.5067
O 1.048 -2.382 -0.055 -0.5413
O 0.740 -1.648 2.033 -0.4795
F -2.649 0.248 1.208 -0.3474
F 2.835 -0.113 0.357 -0.4133
F 1.716 0.372 -1.955 -0.4055
H -1.705 2.587 -0.096 0.4207
H -1.577 1.609 -1.535 0.3184
H 1.746 1.851 1.510 0.2778
H 0.197 1.190 1.815 0.3961
H 0.627 2.628 -0.889 0.3386
H 0.027 -1.367 -1.998 0.4283
H -1.454 -2.726 -0.820 0.4043
H 0.485 -2.541 2.305 0.3749

Stability, highest: model 2

Model 1:
19
Properties=species:S:1:pos:R:3:mulliken_charge:R:1 method="wB97M-V/def2-TZVPD" spin_multiplicity=2 homo_energy_ev="-13.566 / -13.510" total_charge=+1 s_squared=0.755 gap_ev="9.9381 / 4.6678"
C -0.245 -0.689 1.242 -0.8738
O -1.001 -1.361 2.246 -0.4513
C -0.639 -1.014 -0.152 0.3622
C 0.349 -0.223 -1.125 -0.6718
C 1.513 0.789 -0.645 -0.5707
N 1.240 2.201 -0.803 -0.1253
N -2.059 -0.889 -0.548 -0.6564
H 0.742 -1.014 1.544 0.3009
H -0.149 0.481 1.204 0.3849
H -0.425 -2.016 -0.450 0.2717
H 0.935 -1.147 -1.600 0.2769
H -0.262 0.248 -1.900 0.4369
H 1.477 0.647 0.436 0.4299
H 2.545 0.592 -1.015 0.3963
H 1.879 2.828 -0.556 0.2669
H 0.386 2.614 -0.382 0.3394
H -1.335 -0.643 2.691 0.2921
H -2.634 -1.478 0.080 0.3190
H -2.315 0.074 -0.267 0.2722

Model 2:
19
Properties=species:S:1:pos:R:3:mulliken_charge:R:1 method="wB97M-V/def2-TZVPD" spin_multiplicity=2 homo_energy_ev="-13.724 / -13.708" total_charge=+1 s_squared=0.755 gap_ev="9.9904 / 5.1942"
N -1.255 -1.427 -0.277 -0.1148
C -0.204 -0.823 0.498 0.1054
C -0.573 0.677 0.720 0.0648
C 0.554 1.435 1.404 -1.5352
O -0.932 1.340 -0.481 -0.5493
C 1.126 -1.057 -0.240 -0.8813
N 1.294 -0.199 -1.427 -0.4861
H -2.078 -0.984 -0.680 0.2484
H -1.422 -2.423 -0.168 0.3085
H -0.225 -1.402 1.429 0.4604
H -1.472 0.664 1.323 0.5254
H 1.394 1.483 0.715 0.4132
H 0.184 2.435 1.575 0.3872
H 0.781 0.967 2.346 0.3865
H -1.872 1.200 -0.658 0.3375
H 1.202 -2.108 -0.507 0.4710
H 1.902 -0.805 0.447 0.3609
H 0.391 0.026 -1.826 0.2138
H 1.771 -0.747 -2.137 0.2838

Model 3:
19
Properties=species:S:1:pos:R:3:mulliken_charge:R:1 method="wB97M-V/def2-TZVPD" spin_multiplicity=2 homo_energy_ev="-14.037 / -13.918" total_charge=+1 s_squared=0.755 gap_ev="10.7385 / 5.3658"
N 0.701 1.434 -2.932 -0.5609
C -0.015 1.331 -1.662 -0.4414
C 0.454 0.090 -0.807 -0.6401
N 0.099 0.021 0.558 -0.0544
C -1.012 -0.708 1.111 -0.2522
C -0.652 -1.520 2.373 -0.4169
O 0.829 -1.731 2.487 -0.4755
H 1.110 -1.271 1.696 0.3281
H 0.555 2.264 -3.494 0.2694
H 1.658 1.382 -2.598 0.2226
H -1.100 1.283 -1.795 0.3656
H 0.205 2.194 -1.023 0.3379
H 0.201 -0.831 -1.383 0.3885
H 1.527 0.237 -0.886 0.3973
H 0.434 0.883 0.986 0.2919
H -1.923 -0.101 1.260 0.3662
H -1.228 -1.490 0.381 0.2958
H -1.101 -2.502 2.407 0.2963
H -0.741 -0.964 3.322 0.2821

Stability, highest: model 2

Model 1:
20
Properties=species:S:1:pos:R:3:mulliken_charge:R:1 method="wB97M-V/def2-TZVPD" homo_energy_ev="-7.509 / -8.766" gap_ev="7.5303 / 8.9890"
C 0.632 2.100 0.920 -0.7852
C -0.602 -2.587 1.424 -0.8446
C -0.088 0.512 -1.806 -0.2675
C -0.919 1.084 -0.613 -0.6049
N 1.821 -2.649 0.610 -0.6220
N -0.222 -0.937 -1.652 -0.5933
O -0.345 1.124 0.659 -0.2517
S 0.737 -1.571 0.703 0.4593
H 1.288 2.232 0.143 0.3802
H 1.176 1.706 1.771 0.2485
H 0.095 3.106 1.089 0.2379
H -1.403 -3.083 0.692 0.2657
H -1.282 -2.009 2.087 0.3056
H -0.275 -3.483 2.065 0.3172
H -0.573 0.835 -2.775 0.3420
H 0.877 0.942 -1.826 0.3070
H -1.760 0.386 -0.295 0.2380
H -1.377 2.115 -0.707 0.3904
H 2.794 -2.409 0.444 0.2439
H 0.624 -1.264 -2.100 0.2333

Model 2:
20
Properties=species:S:1:pos:R:3:mulliken_charge:R:1 method="wB97M-V/def2-TZVPD" homo_energy_ev=-8.627 gap_ev=9.3166
C 1.113 2.097 0.614 -1.1127
C -0.909 -0.602 -1.823 -1.2443
C 0.511 0.848 1.234 -0.3635
C 0.300 -0.669 -0.818 -0.3984
N 0.761 -2.125 -0.864 -0.6341
N -0.195 -0.061 0.406 0.1433
O -1.535 -0.580 2.596 -0.5873
S -1.489 -0.879 1.174 0.3277
H 1.954 1.907 -0.147 0.2645
H 0.470 2.792 0.028 0.3092
H 1.488 2.910 1.329 0.3500
H -0.570 -0.909 -2.831 0.3432
H -1.600 -1.304 -1.411 0.4230
H -1.251 0.404 -1.735 0.3498
H 1.188 0.269 1.773 0.3502
H -0.209 1.196 1.955 0.3367
H 1.487 -2.310 -0.128 0.2465
H 1.118 -0.174 -1.194 0.5112
H -0.034 -2.711 -0.720 0.2771
H -2.599 -0.098 0.562 0.1077

Stability, highest: model 2